14
Properties=species:S:1:pos:R:3:forces:R:3:nbo_charge:R:1 method="wB97M-V/def2-TZVPD" lumo_energy_ev=0.62 relative_energy_kcal_mol=99.7
C -0.650 -1.175 -0.196 0.3957 -0.3900 0.0427 -0.369
C 1.649 0.129 -0.635 0.1503 -0.3751 -0.2313 -0.484
C -1.328 0.009 0.414 -0.0738 0.0973 0.1164 -0.424
C -1.150 -0.081 -1.071 -0.0465 0.1700 -0.1607 -0.417
C 2.397 1.040 -0.051 0.3246 0.1658 0.4161 -0.474
S 1.161 -1.386 0.008 -0.9264 0.2174 0.3481 0.600
H -1.134 -2.142 -0.188 -0.0850 0.0365 -0.0145 0.233
H -2.313 -0.133 0.838 -0.0060 -0.1042 -0.0222 0.220
H -0.720 0.722 0.954 0.1268 0.0205 -0.0831 0.227
H -0.384 0.548 -1.511 -0.0814 -0.0550 0.0652 0.266
H -2.006 -0.268 -1.701 -0.0941 -0.1515 0.0317 0.221
H 2.651 1.924 -0.616 0.0690 0.1918 -0.0950 0.201
H 2.813 1.000 0.954 -0.0522 -0.0632 0.0861 0.173
H 0.979 -1.602 1.400 0.2990 0.2399 -0.4994 0.026



14
Properties=species:S:1:pos:R:3:forces:R:3:nbo_charge:R:1 method="wB97M-V/def2-TZVPD" lumo_energy_ev=0.96 relative_energy_kcal_mol=28.8
C -0.315 2.514 0.004 -1.2298 1.6260 0.2704 -0.382
C -0.585 1.263 -0.295 0.5983 -0.9586 -1.3947 -0.196
C 0.404 0.117 -0.355 0.2459 0.5844 1.4185 -0.345
C 0.060 -0.999 0.692 -0.4007 1.4991 0.3941 -0.402
C 0.249 -2.172 -0.249 0.3097 -1.3237 1.1607 -0.536
H -1.142 3.277 -0.039 0.9019 -0.9062 0.1279 0.201
H 0.626 2.914 0.336 0.4423 -0.2053 -0.0531 0.195
H -1.582 1.040 -0.640 -0.3217 -0.2581 0.0574 0.201
H 1.418 0.512 -0.169 -0.3614 -0.0850 -0.2141 0.209
H 0.755 -0.978 1.528 -0.0049 -0.0782 0.1388 0.212
H -0.964 -0.786 1.122 0.9484 -0.7486 -0.6769 0.213
H 1.216 -2.688 -0.066 -0.8256 -0.0238 0.0992 0.211
H -0.598 -2.866 -0.174 0.3714 -0.0557 -0.5983 0.219
S 0.457 -1.149 -1.693 -0.6739 0.9336 -0.7301 0.199



15
Properties=species:S:1:pos:R:3:forces:R:3:nbo_charge:R:1 method="wB97M-V/def2-TZVPD" lumo_energy_ev=-0.02 relative_energy_kcal_mol=32.3 smiles="C=C/C=C/BC"
B -1.760 -0.172 -0.271 1.4452 -1.4687 -0.1692 0.585
C 2.787 1.624 0.537 -1.5081 -0.0998 0.6831 -0.337
C 2.068 0.521 0.325 -1.2618 1.6457 -1.7956 -0.250
C 0.602 0.707 0.084 -1.6210 -1.1866 0.8603 -0.110
C -0.225 -0.293 -0.402 1.7772 1.7191 -0.1469 -0.548
C -2.486 -1.526 -0.341 1.9136 -1.3601 -2.1126 -0.981
H -2.256 0.753 0.165 -0.5975 1.5278 0.2569 -0.087
H -2.776 -1.749 0.644 -0.9930 -0.4947 1.2898 0.245
H 3.822 1.469 0.690 1.0572 0.7170 -0.0395 0.203
H 2.220 2.579 0.664 1.1052 -0.7488 0.0805 0.203
H 2.566 -0.372 -0.046 -0.3020 -0.2786 0.6158 0.213
H 0.052 1.642 0.509 1.4071 -1.5195 -0.7944 0.209
H 0.310 -1.183 -0.831 -0.7263 0.6623 0.5757 0.202
H -3.232 -1.714 -1.099 -0.8335 0.3098 0.1936 0.246
H -1.693 -2.287 -0.627 -0.8623 0.5751 0.5024 0.208



21
Properties=species:S:1:pos:R:3:forces:R:3:nbo_charge:R:1 method="wB97M-V/def2-TZVPD" lumo_energy_ev=0.16 smiles="COB(O)[C@@](C#N)(CC#N)[PH2]=N"
C -0.273 2.397 -1.785 -0.3001 0.2845 0.1178 -0.245
O -0.524 1.450 -0.751 0.0802 0.1093 0.2935 -0.690
B 0.081 0.261 -0.839 -0.1476 0.1645 -0.3306 1.158
O 0.902 -0.008 -1.895 -0.3025 -0.0496 -0.0372 -0.873
C -0.131 -0.833 0.316 1.3317 0.3534 0.5810 -0.787
C -0.805 -1.977 -0.215 -1.9878 -1.6973 -0.8478 0.269
N -1.430 -2.848 -0.672 1.1806 1.2600 0.6719 -0.280
C 1.301 -1.309 0.766 -0.9788 0.0303 0.0793 -0.485
C 2.190 -0.197 0.954 1.1025 0.7172 0.1265 0.254
N 2.939 0.662 1.105 -0.3588 -0.1339 -0.0306 -0.273
P -1.014 -0.135 1.796 -1.7418 0.2051 -0.0774 1.379
N -2.565 -0.334 1.887 0.7599 -0.1130 -0.2999 -1.280
H -0.805 3.300 -1.557 -0.3697 0.3506 0.2906 0.194
H 0.768 2.645 -1.854 0.6281 -0.0777 -0.0280 0.191
H -0.630 2.029 -2.727 -0.0820 -0.2886 -0.5194 0.188
H 0.977 -0.949 -2.041 0.3825 -0.3656 -0.2165 0.497
H 1.707 -2.014 0.065 0.3103 -0.2113 -0.4653 0.263
H 1.211 -1.825 1.704 0.0156 -0.4000 0.4714 0.262
H -0.682 1.231 1.766 0.5783 -0.2149 0.2102 -0.039
H -0.303 -0.690 2.883 0.2752 0.1998 -0.0972 -0.083
H -2.914 -0.855 1.093 -0.3761 -0.1229 0.1080 0.382



16
Properties=species:S:1:pos:R:3:forces:R:3:nbo_charge:R:1 method="wB97M-V/def2-TZVPD" lumo_energy_ev=0.54 relative_energy_kcal_mol=10.7 smiles="OBC1=CCCC1"
B -2.171 -0.605 -0.057 5.9213 -4.1915 0.5522 0.758
C 0.433 -1.257 0.002 2.9223 0.5584 -0.0917 -0.158
C -0.498 -0.314 0.125 -3.4711 -1.5364 0.0809 -0.299
C 1.882 -0.576 0.055 -2.4372 0.8067 -1.4789 -0.442
C 0.046 1.077 0.346 -0.4076 -0.5237 0.2641 -0.458
C 1.418 0.916 -0.236 0.4949 -1.2573 -3.0091 -0.382
O -2.885 0.412 -0.105 -2.6825 5.6867 0.0507 -0.850
H -2.648 -1.678 -0.165 0.0630 -0.6095 0.0319 -0.121
H 0.449 -2.341 -0.167 -0.8514 0.5245 0.1147 0.213
H 2.319 -0.635 1.024 0.5120 -0.3307 0.8554 0.198
H 2.582 -0.921 -0.742 -0.5026 0.0721 0.7786 0.209
H -0.702 1.789 -0.070 1.0968 -0.0004 0.1521 0.223
H 0.250 1.296 1.385 -0.8070 0.0593 0.7426 0.204
H 2.202 1.609 0.097 -0.4155 0.2274 -0.6143 0.209
H 1.149 0.844 -1.383 1.4388 0.8188 1.7706 0.192
H -3.827 0.381 -0.110 -0.8742 -0.3045 -0.1998 0.505



16
Properties=species:S:1:pos:R:3:forces:R:3:nbo_charge:R:1 method="wB97M-V/def2-TZVPD" lumo_energy_ev=0.79 relative_energy_kcal_mol=8.8 smiles="COB1C=CCC1"
B 0.323 -0.795 -0.130 2.4513 0.8437 -0.1399 0.942
C -0.830 -1.788 -0.207 0.1238 -3.6555 0.3545 -0.583
C -1.971 -1.184 0.065 -1.2263 2.8388 -1.2748 -0.084
C -0.350 0.646 0.279 1.8613 -0.7282 -3.6305 -0.780
C -1.838 0.360 0.189 -1.6980 1.1120 2.2849 -0.451
C 2.591 0.014 0.022 1.6344 -0.4925 1.3740 -0.234
O 1.744 -1.015 -0.342 -4.3219 -0.5167 0.1896 -0.683
H -0.913 -2.935 -0.291 0.6520 1.8961 -0.2743 0.229
H -2.968 -1.577 -0.146 0.1985 -0.3067 0.6920 0.204
H 0.204 0.923 1.163 -0.8097 0.6059 0.7259 0.240
H -0.053 1.363 -0.564 -0.1716 -0.6517 1.2497 0.235
H -2.450 0.944 -0.618 1.3669 -1.1601 1.2228 0.227
H -2.249 0.794 1.197 0.0097 -1.1479 -1.6931 0.216
H 3.153 0.321 -0.847 0.4945 0.1344 -0.1797 0.177
H 3.276 -0.446 0.821 -0.5892 1.1179 -1.0747 0.175
H 2.078 0.884 0.416 0.0242 0.1105 0.1737 0.169



15
Properties=species:S:1:pos:R:3:forces:R:3:nbo_charge:R:1 method="wB97M-V/def2-TZVPD" lumo_energy_ev="0.10 / 0.01" relative_energy_kcal_mol=77.1
C 0.693 -0.590 1.424 -3.5269 1.5723 -1.5831 -0.269
C -0.005 0.552 0.671 2.7425 2.5698 1.7865 -0.381
C 0.523 0.444 -0.732 2.0700 -1.1876 -0.4465 0.067
C -1.482 0.721 0.758 -0.6181 -4.9397 -1.4752 -0.587
C 0.393 -0.705 -1.710 -0.6375 -2.8016 4.5363 -0.699
Br 2.330 1.088 -0.899 -0.0299 0.5858 0.0062 -0.005
H 1.722 -0.521 1.497 1.7896 -0.3923 0.3398 0.190
H 0.049 -1.460 1.497 0.6796 -0.3521 0.2054 0.180
H 0.472 1.640 1.025 -1.1332 -2.7372 -0.5749 0.218
H -2.036 -0.305 0.376 1.2797 2.3694 0.4966 0.177
H -1.685 1.480 0.075 -1.1940 1.4785 -0.6418 0.222
H -1.839 0.754 1.743 -0.4160 0.8874 1.3479 0.225
H 0.065 -0.364 -2.590 -1.1932 1.3326 -3.5893 0.220
H -0.461 -1.316 -1.240 1.0459 0.4211 -1.0221 0.211
H 1.261 -1.417 -1.895 -0.8586 1.1939 0.6139 0.231



16
Properties=species:S:1:pos:R:3:forces:R:3:nbo_charge:R:1 method="wB97M-V/def2-TZVPD" lumo_energy_ev="0.95 / -3.83" s2=0.752 relative_energy_kcal_mol=0.0 spin_multiplicity=2
C 1.809 0.795 -1.283 0.0833 -0.6740 -0.2088 -0.603
C 0.609 0.732 -0.334 0.1702 0.9895 0.0704 -0.388
C 0.053 -0.676 -0.185 0.4232 -0.0701 -0.3566 -0.458
C -1.152 -0.818 0.751 0.8828 -1.8654 -1.0991 -0.191
C -1.794 -1.971 1.022 0.2064 1.7371 0.1993 -0.285
Br -1.340 -3.664 0.300 -0.1185 0.4555 0.1917 0.046
H 2.243 1.785 -1.421 -0.2169 0.0699 0.1891 0.214
H 2.612 0.134 -0.940 -0.0232 0.0930 0.1167 0.200
H 1.542 0.416 -2.275 -0.0982 0.1122 0.0238 0.200
H 0.922 1.145 0.633 -0.1043 -0.1731 0.0446 0.195
H -0.152 1.428 -0.706 -0.1016 -0.1738 0.0482 0.195
H -0.123 -1.025 -1.217 -0.6147 -0.0842 0.3475 0.219
H 0.922 -1.300 0.085 -0.4934 -0.1172 0.4999 0.219
H -2.639 -1.909 1.712 0.2476 -0.6242 -0.3299 0.220
H -1.502 0.079 1.221 -0.2459 0.3341 0.2675 0.215
Br -2.012 4.849 2.638 0.0031 -0.0092 -0.0045 0.000



17
Properties=species:S:1:pos:R:3:forces:R:3:nbo_charge:R:1 method="wB97M-V/def2-TZVPD" lumo_energy_ev="-0.03 / 0.45" relative_energy_kcal_mol=35.1
C -0.489 1.617 -0.190 -0.8810 -2.4221 -0.1342 0.243
C -0.672 -1.001 1.042 0.8316 -0.9743 -2.8303 -0.694
C -1.459 -1.441 -1.396 1.4006 -0.8304 -0.5520 -0.725
C 1.632 2.441 0.509 -2.3199 2.5447 2.0843 -0.437
C -1.620 -0.733 -0.116 1.7660 1.9174 0.4183 0.011
N 0.614 1.472 0.283 -0.3751 -0.3596 0.6401 -0.490
Cl -1.406 2.940 -0.721 -0.3104 0.8804 -0.2404 -0.003
Br -3.319 -0.047 0.260 -0.3060 -0.1373 0.2481 0.082
H -0.845 -2.070 1.187 -0.1538 -0.0194 1.3121 0.217
H 0.458 -0.985 0.764 -1.9778 0.4583 0.0450 0.245
H -0.874 -0.250 1.755 -0.0560 -0.0022 1.4826 0.238
H -0.746 -0.863 -2.078 -1.3138 -0.8648 0.5351 0.249
H -2.393 -1.794 -1.813 -0.2897 0.8131 -0.6271 0.236
H -0.989 -2.432 -1.213 0.3402 0.5544 0.1385 0.216
H 2.256 2.192 -0.265 2.7998 -0.0150 -1.1062 0.218
H 1.942 2.475 1.585 0.4556 -0.6996 -1.1970 0.218
H 1.226 3.487 0.361 0.3897 -0.8435 -0.2167 0.179



19
Properties=species:S:1:pos:R:3:forces:R:3:nbo_charge:R:1 method="wB97M-V/def2-TZVPD" lumo_energy_ev=0.76 relative_energy_kcal_mol=4.5 smiles=CNc1c(Br)c(N)nn1C
C 0.381 1.645 0.439 -1.8333 -4.9446 -1.5574 -0.380
C 0.361 2.104 -0.910 -1.5827 -2.7295 2.0019 0.315
C -0.153 0.189 0.328 2.2481 2.7697 -0.2210 0.386
C -0.595 -1.137 -1.817 -1.8472 -1.0226 0.9058 -0.410
C 1.033 -1.027 2.187 -0.2354 -0.7102 -1.5792 -0.421
N -0.211 1.182 -1.728 1.1224 1.3726 0.0302 -0.397
N -0.447 0.019 -0.997 1.7644 3.3208 1.3330 -0.213
N 0.811 3.331 -1.194 -0.2512 0.8194 -3.3374 -0.820
N -0.104 -0.892 1.233 -0.5751 1.5422 -0.7791 -0.613
Br 0.728 2.698 1.911 0.1535 0.1065 0.5674 0.079
H -0.201 -0.952 -2.851 -0.4949 -0.1826 1.2273 0.254
H -0.073 -1.973 -1.284 -0.4413 0.3212 -0.8797 0.188
H -1.735 -1.281 -1.750 1.6437 -0.6997 -0.9524 0.214
H 1.351 -0.009 2.550 -0.5709 -1.4185 0.1590 0.233
H 0.598 -1.818 2.896 1.4609 1.5123 -0.3853 0.219
H 1.864 -1.439 1.516 -0.5251 0.3651 1.5681 0.185
H 1.100 3.947 -0.458 -0.0795 0.0766 -0.1594 0.411
H 0.724 3.627 -2.196 0.2930 -0.0700 1.8736 0.406
H -0.172 -1.724 0.674 -0.2494 -0.4287 0.1846 0.364